{
  "formula": "C41H53N4O5SSbSe4SiTi",
  "method": "wB97M-V/def2-TZVPD",
  "symbols": ["H", "C", "C", "N", "H", "H", "C", "Si", "Se", "C", "H", "C", "C", "H", "C", "C", "C", "H", "C", "H", "Se", "H", "H", "H", "O", "H", "H", "H", "H", "H", "C", "H", "H", "C", "C", "H", "C", "C", "H", "C", "C", "H", "H", "H", "H", "C", "C", "H", "S", "C", "O", "H", "H", "C", "C", "Se", "C", "H", "C", "C", "Se", "H", "H", "C", "H", "H", "H", "Sb", "N", "H", "C", "H", "O", "O", "C", "C", "H", "H", "H", "C", "H", "C", "H", "N", "H", "H", "C", "H", "C", "O", "C", "C", "H", "H", "C", "C", "H", "H", "C", "H", "C", "H", "H", "H", "C", "H", "H", "N", "H", "Ti", "C"],
  "xyz": [[-4.4277, -4.7379, -2.1623], [-4.8607, -0.3291, -2.0093], [-3.2800, 1.8129, 2.2506], [3.1366, -2.0650, -0.7604], [-4.2553, 4.1359, 1.1570], [4.6202, 1.0269, 2.1195], [1.8016, -2.2140, -2.7558], [-1.6209, 1.5688, -0.6451], [5.1810, 3.7163, 3.0169], [3.0427, -2.5386, -2.0431], [-0.4264, 2.4667, 2.0372], [-3.9212, 0.8682, -2.1124], [-4.6627, 2.1282, -1.6635], [0.8478, -0.7714, -4.9686], [3.4879, 0.4414, 3.7965], [1.9358, 1.1428, 6.0200], [4.3579, -2.2736, -0.1316], [5.4615, -1.3849, 3.7704], [-0.6110, 3.6247, -2.3669], [-2.7649, 5.0949, 1.3267], [1.9930, 5.7646, 2.2444], [1.7270, 0.9310, 2.6554], [-1.2899, 3.0668, 3.4579], [0.7350, 5.2488, -1.8683], [-2.8128, 0.5831, -1.2743], [3.7205, 0.8000, 7.1631], [0.2001, 4.4043, -4.2135], [3.8909, -3.5253, -3.6991], [-3.5847, 4.4827, 2.7703], [-1.3271, -2.0881, -0.8502], [4.3285, 0.0806, 2.5976], [-1.0197, 3.1319, -4.4445], [-4.1595, 1.6002, 1.6375], [-3.4449, 1.0260, -3.5579], [0.6753, -3.0558, 0.8086], [-5.2753, -0.3951, -1.0011], [4.0474, -3.2202, -2.6735], [4.0365, 0.4482, 5.0752], [-4.0093, 2.9981, -1.6887], [-0.0750, -4.4725, 2.5887], [1.0488, -2.3851, 2.9613], [-5.5200, 2.3051, -2.3184], [1.3292, 1.3954, 6.8814], [-2.6578, 0.9175, 2.2833], [0.4016, -3.6763, 4.5325], [-0.2406, -1.4917, -3.2220], [1.3923, 1.1868, 4.7438], [6.2979, -3.1538, -0.1299], [-0.5510, 0.1992, 0.4950], [-1.8374, -2.6093, -1.6521], [1.7283, -2.4355, -4.1022], [-5.6811, -0.2306, -2.7255], [-0.5295, -6.5660, 2.4484], [-2.1727, -2.9854, -3.9907], [-1.8370, 4.5340, -2.2916], [2.1594, 0.6382, -1.7376], [-0.7584, -5.7134, 3.0884], [1.4276, 3.6292, -1.6817], [0.0578, -4.2200, 1.2283], [-3.5983, -4.0784, -2.3883], [2.6017, 1.8616, 0.1935], [0.2738, 4.2417, -0.4908], [-1.8428, -5.5828, 3.0823], [-1.4344, -2.3977, -2.9712], [0.6117, 2.7119, -3.8816], [-3.6042, 2.0566, 3.2653], [6.4702, -0.1244, 2.9967], [3.6467, 4.2852, 1.1504], [1.1542, -2.1425, 1.6579], [-4.3153, -1.2508, -2.2158], [4.5339, -1.5417, 1.0874], [-0.7665, 4.1927, 2.2031], [-2.2751, 2.7701, 0.2621], [-0.9022, 2.3007, -1.9092], [5.5831, -0.7450, 2.8915], [5.3892, -3.0142, -0.7004], [-2.2333, 4.5498, -1.2775], [0.7950, -2.8645, -0.2504], [-4.2575, 1.3755, -4.2000], [0.4538, -3.5299, 3.4608], [-2.6284, 1.7458, -3.5938], [-3.3333, 4.2566, 1.7312], [6.0542, -4.0423, -2.4641], [0.7813, -1.7036, -2.1995], [-2.6165, 4.1981, -2.9813], [1.4674, -1.6316, 3.6181], [-2.9022, -3.4459, -1.3637], [-0.3214, -4.9155, 0.4895], [-2.4960, 2.9818, 1.6587], [5.7192, -1.6114, 1.7440], [-1.1646, 3.1920, 2.3782], [-0.1823, 3.4583, -3.8225], [0.0400, -2.3124, -5.2775], [5.0855, 0.2201, 5.2166], [2.1659, 0.8506, 3.6441], [0.5260, 4.2243, -1.5528], [-3.2025, -3.5869, -0.3320], [-1.5454, 5.5497, -2.5664], [3.2682, 0.7944, 6.1783], [-1.9309, -2.7888, -5.0282], [-3.2431, -3.8269, -3.7035], [0.3650, 1.4928, 4.5904], [-5.0152, 2.0111, -0.6373], [-0.5989, -0.4575, -3.1723], [0.5526, -1.7224, -4.5205], [-3.8050, -4.2744, -4.5149], [-3.0763, 0.0692, -3.9372], [3.6538, -0.7272, 1.5710], [-0.4516, -5.9500, 4.1069], [1.8436, -0.4811, 0.3426], [5.2511, -3.5015, -1.9825]],
  "forces_ev_per_a": [[-0.010, 0.010, -0.006], [0.035, -0.027, 0.015], [0.088, -0.087, -0.040], [-0.245, -0.128, 0.302], [-0.013, 0.004, 0.017], [0.000, 0.052, 0.088], [-0.109, -0.070, 0.037], [0.190, -0.364, 0.129], [-0.238, -0.230, -0.438], [0.245, 0.103, 0.270], [-0.011, -0.011, 0.015], [-0.084, 0.080, -0.079], [0.085, -0.027, 0.022], [0.143, -0.002, 0.088], [0.023, -0.105, 0.019], [-0.014, -0.019, 0.015], [-0.221, 0.121, 0.387], [0.011, 0.015, 0.020], [0.133, 0.112, -0.062], [-0.020, -0.007, -0.041], [0.087, -0.456, -0.354], [0.013, -0.011, -0.001], [-0.041, 0.053, -0.004], [-0.049, 0.006, -0.014], [-0.103, 0.191, 0.059], [-0.007, 0.006, 0.004], [-0.046, 0.008, -0.020], [0.062, -0.031, 0.008], [-0.004, 0.021, -0.007], [0.010, 0.058, -0.050], [-0.008, 0.187, -0.132], [-0.007, -0.003, 0.009], [-0.020, 0.019, 0.019], [0.094, 0.015, 0.061], [-0.227, -0.523, 0.177], [0.009, -0.013, 0.005], [-0.226, -0.039, -0.138], [-0.041, 0.013, -0.007], [-0.034, 0.019, -0.028], [0.086, 0.004, -0.052], [0.135, 0.179, 0.023], [-0.017, 0.010, 0.024], [0.021, 0.053, -0.001], [-0.013, 0.001, -0.024], [-0.001, 0.014, 0.000], [-0.139, 0.031, -0.166], [0.011, -0.040, -0.006], [0.026, 0.025, -0.035], [-0.230, -0.497, 0.511], [0.019, -0.028, 0.103], [0.158, 0.107, -0.041], [-0.020, -0.012, 0.019], [0.002, -0.005, 0.008], [-0.002, -0.010, -0.018], [-0.008, -0.074, 0.025], [0.437, 1.502, -1.286], [-0.002, -0.009, -0.020], [0.013, -0.019, 0.048], [-0.028, -0.002, 0.076], [-0.020, 0.036, 0.018], [-0.096, -0.113, 0.046], [0.056, 0.021, 0.013], [0.002, 0.021, 0.014], [0.021, -0.048, 0.062], [0.007, 0.005, 0.046], [0.000, -0.002, 0.001], [0.067, -0.077, -0.083], [0.660, 1.710, 0.898], [-0.415, -0.420, -0.293], [-0.006, 0.028, -0.046], [0.037, -0.353, -0.287], [0.077, -0.050, -0.067], [-0.009, 0.062, -0.075], [-0.290, 0.057, -0.202], [-0.178, -0.077, 0.083], [0.017, -0.074, -0.294], [-0.001, 0.026, -0.010], [-0.066, 0.129, 0.012], [-0.014, -0.058, -0.017], [-0.031, -0.015, 0.055], [-0.010, 0.009, -0.034], [0.004, -0.044, 0.071], [-0.010, -0.028, 0.004], [-0.156, -0.438, 0.271], [-0.015, -0.009, 0.023], [-0.045, 0.005, 0.019], [-0.012, -0.049, -0.060], [0.007, -0.002, -0.005], [-0.016, 0.101, 0.024], [0.133, 0.227, -0.016], [-0.034, 0.001, 0.054], [0.126, -0.004, -0.007], [0.040, -0.106, 0.052], [-0.009, -0.035, 0.013], [-0.032, -0.023, -0.007], [-0.041, -0.094, 0.064], [0.018, -0.007, 0.005], [-0.022, -0.003, -0.048], [0.007, -0.043, 0.011], [0.033, -0.030, 0.002], [-0.032, 0.034, -0.006], [0.004, 0.030, -0.002], [-0.008, -0.004, -0.001], [0.129, 0.048, 0.113], [-0.240, 0.012, -0.115], [0.017, -0.023, -0.001], [0.000, 0.003, 0.006], [-0.315, -0.050, 0.038], [-0.015, 0.003, 0.005], [0.636, -0.425, -0.055], [0.144, -0.040, 0.175]],
  "spin_multiplicity": 3,
  "s2": 2.024,
  "relative_energy_kcal_mol": 37.4,
  "charge": -2,
  "fmax_ev_per_a": 2.0,
  "gap_ev": [4.540, 4.623],
  "e_homo_ev": [-0.99, -1.07]
}

{
  "formula": "C41H54BaClN7O4P2S3Sb",
  "method": "wB97M-V/def2-TZVPD",
  "symbols": ["C", "C", "H", "C", "H", "C", "C", "H", "C", "H", "H", "H", "C", "C", "O", "H", "H", "H", "H", "H", "H", "C", "C", "H", "C", "H", "O", "C", "H", "C", "H", "C", "N", "N", "N", "C", "S", "H", "C", "H", "H", "S", "H", "H", "P", "C", "H", "C", "H", "C", "C", "Cl", "P", "H", "H", "H", "H", "C", "C", "N", "H", "C", "H", "H", "H", "H", "H", "H", "C", "H", "C", "Sb", "H", "C", "N", "H", "O", "H", "S", "C", "C", "H", "H", "H", "C", "H", "H", "H", "O", "C", "C", "Ba", "C", "H", "C", "H", "H", "N", "H", "H", "C", "C", "C", "H", "N", "C", "H", "H", "C", "C", "H", "C", "H", "C"],
  "xyz": [[2.6668, 1.8933, 1.2043], [-0.4164, -3.7089, -2.5904], [0.2584, -3.6013, -0.1007], [0.6754, -2.6377, 3.7299], [1.7216, -1.8908, -4.9342], [2.7389, 3.3426, 0.7246], [-0.6932, -5.6875, -1.3122], [1.2136, 1.0647, -4.3616], [3.7531, -3.5119, -2.0035], [3.6530, 3.5122, 0.1479], [2.9195, -3.1209, 1.2422], [0.3988, -1.6635, 5.6327], [-3.4766, 0.7000, 2.1877], [1.0900, -0.0884, 2.6890], [-3.6540, -1.6471, 2.4098], [1.5354, 3.6889, 5.0740], [-2.5354, 7.2127, -0.8214], [-2.7230, -2.4100, -2.7414], [-2.7750, -6.0423, -2.8583], [-3.2621, -4.3024, 0.2798], [0.7255, 0.5734, 4.6930], [2.9218, -2.9177, 0.1826], [0.8154, -0.2814, 4.0409], [4.5120, -0.0858, -0.9908], [1.1898, 0.0179, -4.0414], [0.3837, -5.7138, -1.1280], [-1.9263, -0.7840, 1.2797], [3.5550, 2.1544, -3.4662], [2.8825, 2.8095, -2.9046], [-4.4008, 1.1981, 3.1406], [-0.6988, -0.6620, -4.8782], [1.2120, -1.2078, 1.8172], [-1.0636, -2.9055, -1.5454], [-3.5774, 2.7995, 1.8537], [-1.3386, -4.9430, -0.2318], [3.8754, 1.4796, 2.0383], [-0.7338, 2.9823, -2.0423], [4.0684, 0.0645, -3.5239], [3.6486, 0.7757, -2.8056], [2.6408, 1.2484, 0.3237], [-1.0723, 3.6276, 4.1215], [-3.5830, 3.5654, -4.6018], [-1.0782, -6.7116, -1.3178], [3.1767, 2.0944, -4.4875], [0.9850, 1.5482, 1.9011], [-3.3035, 4.0299, 1.1849], [5.6159, 0.9387, -1.9224], [-2.3782, -5.0230, -2.8412], [4.0779, 2.1840, 2.8478], [-2.7772, -4.8822, -0.5075], [-0.6148, 2.6519, 3.9388], [-5.2469, 3.8149, 3.6720], [1.9429, 0.1655, -2.3406], [0.6969, 3.7273, 2.6511], [4.3358, 1.6745, -0.9594], [-1.3074, 2.0637, 3.3360], [-0.5952, -3.2493, -3.5634], [-0.2868, -0.3603, -3.9109], [-5.2022, 0.5052, 4.1875], [-0.9285, -5.0872, -2.6290], [-2.5715, -4.5540, -3.8087], [0.6220, -1.5438, 4.5800], [3.7294, 0.4895, 2.4746], [-1.1926, 3.6906, 1.2139], [0.4691, -3.6329, 4.1077], [3.3219, -2.1028, -3.5287], [2.7518, 4.0453, 1.5635], [-0.6917, 5.7449, -0.0611], [-0.8188, -3.5677, -0.2585], [4.7687, 1.4384, 1.4065], [-4.0680, 5.9748, 0.0268], [-3.0222, 2.7013, -2.5518], [2.2307, 2.1043, 4.7145], [-1.9878, 4.3643, 0.9209], [1.4533, -0.9587, 0.4738], [4.3197, -4.1660, -2.6539], [-5.8733, 1.1256, 4.9843], [-1.2840, -2.9868, 0.5399], [-3.4726, 0.4068, -2.2981], [3.6482, -3.7541, -0.6371], [1.8701, -0.8247, -5.1187], [2.7442, 3.5177, 3.8028], [1.8882, 3.5843, 0.0803], [0.6591, -3.7321, -2.4033], [-2.5158, -2.9008, -1.7890], [2.9432, -0.6352, -5.2028], [4.1579, -4.6044, -0.1947], [4.5407, 2.6287, -3.5025], [-5.1699, -0.8132, 4.1772], [4.5784, 0.8216, -1.5950], [1.8835, 3.0359, 4.2672], [-0.9024, 0.3248, -0.4840], [-4.3522, 4.8166, 0.7296], [-0.4264, -1.1928, -3.2209], [-4.4235, 2.5536, 2.8793], [-4.8807, 6.5788, -0.3557], [-4.5361, -1.1775, 3.4683], [-3.0698, -4.2627, -1.8031], [-3.1810, -5.8990, -0.5023], [-3.0074, -2.3269, -1.0012], [-2.9861, -0.7033, 1.9456], [2.3995, -1.4937, -1.7032], [3.1597, -2.3576, -2.4907], [-5.3749, 4.5045, 0.8921], [-2.9862, 1.6679, 1.4351], [0.9628, -2.4738, 2.3881], [0.9541, -3.3448, 1.7544], [-0.5212, 2.1513, 4.9028], [0.7567, 2.8132, 3.2525], [-1.7158, 5.5178, 0.2015], [-0.8862, 0.4784, -3.5582], [-2.7507, 6.3283, -0.2354], [1.4180, -0.5970, -6.0884], [2.2008, -1.7844, -0.3047]],
  "forces_ev_per_a": [[0.018, -0.005, 0.031], [-0.045, -0.054, 0.037], [0.018, -0.001, -0.039], [-0.012, 0.003, 0.001], [0.012, 0.000, 0.001], [-0.013, -0.007, 0.001], [-0.019, 0.022, 0.021], [0.005, 0.017, -0.001], [-0.002, 0.027, -0.004], [0.000, -0.008, 0.000], [0.008, 0.006, 0.005], [-0.003, 0.002, -0.002], [0.028, 0.036, 0.124], [-0.039, -0.054, 0.025], [0.285, -0.145, -0.123], [-0.001, 0.006, -0.005], [0.002, -0.010, 0.001], [0.012, -0.003, -0.004], [-0.001, -0.010, -0.001], [0.003, 0.010, 0.005], [0.024, 0.011, 0.009], [-0.008, 0.014, 0.005], [-0.006, -0.021, -0.035], [0.018, 0.007, -0.012], [-0.058, -0.016, 0.012], [0.005, -0.001, 0.001], [-1.047, -1.098, 1.377], [0.001, -0.023, 0.010], [0.024, 0.002, -0.001], [-0.069, 0.031, -0.015], [-0.024, 0.030, 0.013], [0.048, -0.078, 0.073], [-0.114, 0.060, -0.026], [-0.066, -0.038, -0.019], [0.011, 0.020, -0.034], [0.013, 0.002, 0.007], [0.004, 0.215, -0.110], [0.018, -0.019, 0.014], [-0.041, 0.042, -0.048], [-0.005, -0.004, -0.019], [0.013, 0.003, 0.013], [-0.018, 0.001, -0.003], [-0.003, -0.007, -0.005], [-0.017, 0.012, 0.014], [0.125, 0.167, 0.056], [0.013, 0.034, -0.060], [-0.002, 0.016, 0.000], [-0.006, 0.010, 0.012], [-0.008, -0.041, -0.015], [0.013, -0.003, 0.001], [0.041, 0.031, -0.009], [-0.017, 0.008, 0.036], [0.205, 0.090, 0.040], [-0.027, -0.003, -0.019], [-0.013, -0.012, 0.009], [-0.033, 0.010, -0.020], [-0.015, 0.024, -0.019], [0.062, 0.027, -0.007], [-0.164, -0.224, -0.033], [0.021, 0.017, 0.010], [-0.001, 0.004, -0.007], [0.010, 0.003, -0.009], [0.014, 0.001, -0.009], [-0.011, -0.003, 0.005], [0.005, 0.000, -0.008], [-0.009, 0.001, -0.012], [-0.003, -0.001, -0.024], [-0.011, 0.007, 0.000], [0.026, -0.011, 0.076], [-0.006, 0.014, 0.005], [-0.022, -0.005, 0.009], [0.008, 0.057, -0.091], [-0.011, -0.019, 0.018], [0.002, -0.033, 0.016], [0.091, -0.062, 0.051], [0.000, -0.001, 0.000], [0.046, 0.055, 0.011], [0.014, -0.029, -0.018], [-0.154, 0.132, 0.007], [-0.013, 0.017, -0.003], [0.018, -0.012, 0.036], [-0.020, -0.017, 0.019], [0.012, 0.006, 0.010], [0.022, 0.022, 0.005], [-0.029, -0.064, 0.004], [-0.016, -0.001, -0.008], [-0.001, 0.002, 0.002], [0.005, -0.011, -0.017], [-0.175, 0.376, 0.488], [-0.025, 0.007, 0.007], [-0.017, 0.007, -0.013], [0.787, 0.646, -1.723], [-0.033, 0.011, -0.026], [-0.018, -0.062, 0.020], [0.105, 0.007, 0.010], [0.006, -0.001, 0.002], [-0.061, -0.152, -0.298], [0.023, 0.011, 0.004], [-0.005, -0.005, -0.004], [-0.004, -0.006, 0.004], [0.098, 0.055, 0.056], [0.002, -0.038, -0.015], [-0.024, -0.044, 0.042], [0.026, 0.001, -0.002], [0.033, -0.041, 0.038], [0.066, 0.078, 0.012], [0.015, -0.044, 0.015], [-0.016, 0.000, -0.013], [-0.021, -0.013, 0.007], [0.014, 0.011, 0.004], [0.029, 0.014, 0.005], [0.022, 0.002, 0.004], [-0.006, -0.001, 0.003], [0.054, -0.002, 0.025]],
  "spin_multiplicity": 2,
  "s2": 0.761,
  "relative_energy_kcal_mol": 6.2,
  "charge": -2,
  "fmax_ev_per_a": 2.0,
  "gap_ev": [5.459, 6.270],
  "e_homo_ev": [-1.62, -2.43]
}

Q: Which formula does entry 2 have?
A: C41H54BaClN7O4P2S3Sb